[1]
A structure of composition C25H32FMnO2. Source: OMol25; level of theory: the ωB97M-V functional and the def2-TZVPD basis.

Multiplicity: 4
Net charge: +1
<S²>: 3.9129
Orbital gap (alpha / beta) in eV: 5.8 / 7.2

Last column: Löwdin spin population.
CARTESIAN COORDINATES (ANGSTROEM)
O -0.49850 -0.50655 -2.88566  0.0003
C -0.60969 0.69707 -3.75521  0.0000
C -0.27100 -0.04378 -5.03777  0.0000
H 0.14589 1.47170 -3.52140  0.0000
H -1.62821 1.11985 -3.70433  0.0000
C -0.22561 -1.27989 -4.09965  0.0000
H 0.70542 0.23443 -5.44573  0.0000
H -1.05754 -0.02044 -5.79835  0.0000
C 1.13354 -1.95234 -4.07001  0.0000
H 1.89013 -1.28781 -3.63023  0.0000
H 1.42970 -2.22325 -5.09307  0.0000
H 1.07734 -2.87234 -3.48260  0.0000
C -1.36658 -2.23346 -4.42381  0.0000
H -2.32903 -1.71458 -4.33079  0.0000
H -1.36846 -3.08639 -3.73721  0.0000
H -1.26332 -2.60896 -5.45363  0.0000
Mn -0.63344 -1.01081 1.73752  2.5881
C -2.31961 -1.38607 2.96118  -0.0596
C -2.08402 0.01596 3.06220  0.0149
C -2.22468 0.58650 1.75820  0.0381
H -1.97173 0.57237 3.98739  0.0000
C -2.54542 -0.46565 0.84124  -0.0127
C -2.55872 -1.69826 1.56656  -0.0385
H -2.81202 -2.66613 1.14482  -0.0005
H -2.41190 -2.06291 3.80668  -0.0005
H -2.23601 1.65274 1.53649  0.0033
H -2.86185 -0.35802 -0.19266  0.0027
C 0.49615 -2.30059 3.01384  -0.0225
C -0.33546 -3.03630 2.10504  -0.0508
C 0.06710 -2.69211 0.76345  -0.0249
H -1.08053 -3.75910 2.38724  -0.0009
C 1.20696 -1.83781 0.86157  -0.0021
C 1.46823 -1.59063 2.23279  0.0220
H 2.31904 -1.05090 2.62573  0.0009
H 0.44867 -2.33454 4.09146  0.0011
H -0.33896 -3.11179 -0.15843  0.0019
H 1.84810 -1.56269 0.03845  0.0032
O 1.96894 1.34822 -1.84600  0.0010
C 1.08964 0.74561 -0.89513  0.0049
C -0.17953 1.59705 -0.74768  0.0075
H 1.63573 0.68590 0.07212  0.0011
H 0.86952 -0.28100 -1.22200  0.0015
C 0.25545 2.98697 -1.30269  0.0017
H -0.52503 1.64004 0.28791  0.0039
H -0.98211 1.18694 -1.35156  0.0002
C 1.65357 2.77730 -1.89057  0.0004
H 0.25660 3.72379 -0.47890  0.0001
H -0.46449 3.33285 -2.05703  0.0001
H 2.41220 3.33032 -1.30752  0.0000
H 1.71801 3.08211 -2.94819  0.0001
F 2.41201 3.58516 5.31188  -0.0034
C 1.74320 2.62408 4.59306  -0.0131
C 1.54317 2.82140 3.23387  0.0207
C 0.87653 1.81500 2.49808  0.0447
C 0.42240 0.67378 3.12202  0.4008
C 0.58561 0.51958 4.48466  0.0336
C 1.27282 1.48713 5.24715  0.0165
H 1.88808 3.72542 2.73250  0.0028
H 0.75266 1.97979 1.43144  0.0052
H 0.16979 -0.34090 5.01834  0.0036
H 1.42123 1.35697 6.31293  0.0025

---

[2]
The molecule C3H8N4O. Source: OMol25; level of theory: the ωB97M-V functional and the def2-TZVPD basis.

SMILES: NC(=O)N(N)[C@H]1CN1
Orbital gap in eV: 9.5
Energy above the lowest of the compared OMol25 structures with the same formula, charge and spin in kcal per mole: 63.15

Last column: natural (NBO) charge in e.
CARTESIAN COORDINATES (ANGSTROEM)
N -2.11199 0.37706 0.71536  -0.8617
C -0.95219 0.98441 0.29634  0.7768
O -0.65249 2.11754 0.63509  -0.6156
N -0.26268 0.19370 -0.68641  -0.3410
N -0.80903 -1.05145 -1.12956  -0.6787
C 1.15397 0.28982 -0.58221  0.0690
C 1.83162 0.03625 0.77356  -0.2525
N 1.89297 -0.93359 -0.31990  -0.5892
H -2.61057 0.94095 1.39247  0.4037
H -1.95388 -0.58569 0.98958  0.3865
H -0.50441 -1.15018 -2.10190  0.3662
H -1.82193 -0.90295 -1.18089  0.3777
H 1.61486 1.03167 -1.22401  0.1964
H 2.74189 0.58231 0.98115  0.2031
H 1.25401 -0.26176 1.64018  0.1925
H 1.18986 -1.66808 -0.19885  0.3669

---

[3]
A structure of composition C10H24N2O3S3. Source: OMol25; level of theory: the ωB97M-V functional and the def2-TZVPD basis.

Orbital gap in eV: 8.3
Energy above the lowest of the compared OMol25 structures with the same formula, charge and spin in kcal per mole: 72.25

Last column: natural (NBO) charge in e.
CARTESIAN COORDINATES (ANGSTROEM)
C 2.78860 -0.21263 -0.65252  -0.7515
C 1.78395 0.05408 -1.65656  0.4129
N 0.97220 0.24530 -2.45109  -0.4599
H 3.56356 -0.86104 -1.06129  0.2423
H 2.32327 -0.66458 0.22344  0.2996
H 3.34211 0.62765 -0.23342  0.2800
C -0.12793 -0.35054 -0.25433  -0.8617
C -1.56373 -0.01877 0.02799  0.3202
N -2.64219 0.16953 0.26961  -0.4182
H 0.20697 -1.38745 -0.22627  0.2323
H 0.45478 0.43650 0.22433  0.3109
H -0.00293 -0.13356 -1.31518  0.2846
C -0.55473 1.99382 -2.44355  -0.8389
S 0.26970 3.38609 -1.69191  1.2017
O -0.63416 3.97557 -0.60163  -1.0014
C 1.61994 2.54257 -0.70066  -0.8657
H 0.09663 1.48190 -3.15190  0.2892
H -1.42067 2.27313 -3.04375  0.2450
H -0.82298 1.33311 -1.61917  0.2233
H 2.34023 1.95309 -1.26793  0.2221
H 1.28389 1.96491 0.16043  0.2627
H 2.28562 3.26168 -0.22331  0.2336
C 0.11436 0.03108 2.80990  -0.7678
S 0.90473 1.49530 1.99017  1.1473
O 1.76831 0.87353 0.92180  -1.0068
C -0.44730 2.56619 1.29609  -0.8151
H -0.86781 -0.05134 2.34444  0.2583
H 0.10208 0.31375 3.86253  0.2261
H 0.73965 -0.85801 2.72844  0.2613
H -1.21980 2.87974 1.99824  0.2595
H -0.99622 2.05961 0.50225  0.2424
H 0.04863 3.42410 0.84207  0.3004
C -2.73829 -2.78045 -0.13377  -0.7974
S -0.92943 -2.69235 -0.11533  1.1793
O -0.61935 -2.05643 1.24872  -1.0236
C -0.64637 -4.49135 0.37479  -0.7497
H -3.20205 -1.82654 0.11739  0.2840
H -3.03465 -3.48325 0.64491  0.2309
H -2.94395 -3.06464 -1.16578  0.2231
H -0.72088 -5.08863 -0.53395  0.2167
H -1.25559 -4.81246 1.21967  0.2340
H 0.38190 -4.50837 0.73601  0.2339